Entry i
Below is a gas-phase ion, C5H11NO (charge +1), with properties calculated with the ωB97M-V functional and the def2-TZVPD basis.

ORCA input file:
```
! RIJCOSX wB97M-V def2-TZVPD def2/J DEFGRID3
* xyz 1 2
C 0.904 -0.623 1.045
N 0.286 0.085 0.011
C 0.335 1.541 -0.043
C 0.546 2.068 -1.466
C -0.863 -0.531 -0.724
C -1.893 -1.130 0.281
O 0.893 -1.816 1.096
H 1.343 0.095 1.757
H -0.420 2.012 0.598
H 1.250 1.752 0.535
H 0.628 3.149 -1.399
H 1.237 1.388 -1.949
H -0.410 2.087 -2.014
H -0.515 -1.377 -1.308
H -1.282 0.249 -1.336
H -2.759 -1.297 -0.366
H -2.258 -0.365 0.958
H -1.489 -2.043 0.696
*
```

Properties
E_LUMO (spin up / spin down): -3.84 / -8.56 eV
HOMO-LUMO gap (spin up / spin down): 0.4576 / 0.2820 Eh

Atomic partial charges in e from the Löwdin method, atoms 1 to 2:
1. C -0.2027
2. N 0.0446


Entry ii
Below is 2 unconnected molecules or ions with the total composition C5H11NO, with properties calculated with the ωB97M-V functional and the def2-TZVPD basis.

ORCA input file:
```
! RIJCOSX wB97M-V def2-TZVPD def2/J DEFGRID3
* xyz 1 2
N 1.142 1.052 -0.602
C 0.167 0.125 -0.251
C -1.280 -0.193 -1.270
C -1.203 0.767 -0.291
C -1.989 0.398 0.981
C 0.541 -1.211 0.069
H 2.119 0.821 -0.287
H 0.902 1.226 -1.671
H -2.160 -0.726 -1.271
H -1.104 1.930 -0.396
H -2.552 1.133 1.632
H -2.706 -0.352 0.485
H 1.547 -1.456 0.622
H -0.330 -1.762 0.422
H 0.699 -1.596 -0.870
H 4.172 -0.063 0.441
H -1.214 -0.078 1.614
O 3.248 -0.012 0.641
*
```

Properties
E_LUMO (spin up / spin down): -8.44 / -8.44 eV
HOMO-LUMO gap (spin up / spin down): 0.1478 / 0.1764 Eh

Atomic partial charges in e from the Löwdin method, atoms 1 to 2:
1. N 0.2520
2. C -0.3419


Entry iii
Below is 2 unconnected molecules or ions with the total composition C5H11NO, with properties calculated with the ωB97M-V functional and the def2-TZVPD basis.

ORCA input file:
```
! RIJCOSX wB97M-V def2-TZVPD def2/J DEFGRID3
* xyz 1 2
C -1.896 -0.089 1.427
C -1.485 -1.232 0.430
C -0.777 -0.619 -0.764
C -0.005 -1.430 -1.644
N 1.337 -1.668 -1.074
C 2.079 -0.673 -0.621
H -2.298 -0.549 2.279
H -1.004 0.543 1.662
H -2.788 0.430 1.140
H -0.826 -1.842 1.084
H -2.366 -1.757 0.031
H -1.142 0.351 -1.112
H -0.387 -1.575 -2.660
H 1.668 0.322 -0.356
H 3.119 -0.809 -0.489
H 1.537 4.030 2.017
H 1.216 3.763 0.524
O 0.801 4.129 1.304
*
```

Properties
E_LUMO (spin up / spin down): -6.56 / -7.04 eV
HOMO-LUMO gap (spin up / spin down): 0.2820 / 0.2645 Eh

Atomic partial charges in e from the Löwdin method, atoms 1 to 2:
1. C -0.0795
2. C -0.1811


Most stable: entry i. Least stable: entry ii.


Entry i
Below is C5H13NOSi in the gas phase, with properties calculated with the ωB97M-V functional and the def2-TZVPD basis.

ORCA input file:
```
! RIJCOSX wB97M-V def2-TZVPD def2/J DEFGRID3
* xyz 0 1
C -1.214 -0.648 -0.394
C -0.287 0.411 0.149
C -0.337 0.235 1.713
C -0.683 1.859 -0.279
C 1.102 0.171 -0.351
Si 2.112 -1.433 -0.105
N 1.951 1.158 0.168
O 2.766 1.573 -0.579
H -1.156 -0.630 -1.490
H -2.193 -0.530 0.108
H -0.728 -1.604 -0.172
H 0.115 -0.725 2.034
H 0.162 1.100 2.143
H -1.401 0.560 1.988
H -0.104 2.509 0.272
H -1.826 1.995 -0.028
H -0.519 2.065 -1.301
H 1.130 0.166 -1.626
H 3.704 -1.306 -0.183
H 2.071 -2.027 1.221
H 1.855 -2.334 -1.252
*
```

Properties
E_LUMO: 0.04 eV
Structure (SMILES): CC(C)(C)[C@H]([SiH3])N=O
HOMO-LUMO gap: 0.3330 Eh

Atomic partial charges in e from the Löwdin method, atoms 1 to 2:
1. C -0.0737
2. C -0.6503


Entry ii
Below is a molecular structure, C5H13NOSi, with properties calculated with the ωB97M-V functional and the def2-TZVPD basis.

ORCA input file:
```
! RIJCOSX wB97M-V def2-TZVPD def2/J DEFGRID3
* xyz 0 1
C 1.392 -2.829 0.262
C 1.310 -1.584 0.621
C -1.700 1.666 0.035
C -2.414 -0.680 -0.621
C 2.000 1.875 0.575
N -1.552 0.205 -0.015
O 1.592 1.001 -0.359
Si 0.695 -0.280 -0.640
H 1.817 -3.464 0.921
H 1.096 -3.259 -0.713
H 1.827 -1.158 1.536
H -0.959 1.999 0.730
H -1.554 2.108 -0.918
H -2.749 1.784 0.433
H -3.281 -0.732 -0.110
H -2.733 -0.579 -1.694
H -1.844 -1.634 -0.725
H 3.120 2.086 0.431
H 1.739 1.557 1.749
H 1.471 2.747 0.560
H 0.726 -0.830 -2.058
*
```

Properties
E_LUMO: 0.90 eV
HOMO-LUMO gap: 0.3072 Eh

Atomic partial charges in e from the Löwdin method, atoms 1 to 2:
1. C -0.0937
2. C -0.2421


Most stable: entry ii. Least stable: entry i.


Entry i
Below is a molecular structure, C42H52F5GeInN4O3SSe2, with properties calculated with the ωB97M-V functional and the def2-TZVPD basis.

ORCA input file:
```
! RIJCOSX wB97M-V def2-TZVPD def2/J DEFGRID3
* xyz 0 1
In 0.015 0.652 1.593
N 2.674 -0.195 5.163
C 2.361 0.048 3.864
S 1.299 1.420 3.612
N 2.921 -0.717 2.974
N 2.593 -0.374 1.695
C 3.343 -0.822 0.761
C 4.526 -1.693 0.995
C 4.359 -2.961 1.544
C 5.457 -3.780 1.753
C 6.732 -3.336 1.430
C 6.906 -2.069 0.893
C 5.805 -1.253 0.671
C 2.972 -0.438 -0.628
C 3.647 -0.965 -1.726
C 3.248 -0.597 -3.002
C 2.188 0.279 -3.147
C 1.569 0.744 -1.994
N 1.942 0.404 -0.769
H 2.061 0.170 5.870
H 3.171 -1.051 5.352
H 3.366 -3.293 1.817
H 5.318 -4.766 2.177
H 7.589 -3.975 1.599
H 7.898 -1.713 0.646
H 5.939 -0.263 0.249
H 4.460 -1.661 -1.580
H 3.758 -0.997 -3.868
H 1.834 0.593 -4.119
H 0.725 1.423 -2.057
O -6.664 -0.150 -3.955
C -5.515 -0.746 -4.530
C -4.304 -0.561 -3.607
C -4.454 -1.375 -2.305
O -5.248 -0.769 -1.309
C -4.128 0.928 -3.336
Se -2.535 1.201 -2.246
C -3.076 -1.102 -4.343
Se -1.405 -0.327 -3.639
H -7.424 -0.722 -4.081
H -5.302 -0.277 -5.499
H -5.667 -1.816 -4.703
H -3.455 -1.597 -1.916
H -4.924 -2.331 -2.553
H -4.675 -0.217 -0.764
H -4.978 1.328 -2.786
H -4.005 1.479 -4.268
H -3.111 -0.862 -5.405
H -3.003 -2.184 -4.226
C 2.548 8.441 -1.608
C 2.196 7.110 -1.009
C 2.851 6.642 0.124
C 2.517 5.430 0.705
C 3.268 4.990 1.939
C 1.496 4.652 0.118
C 1.183 3.393 0.771
O 0.429 2.521 0.342
C 0.820 5.108 -1.036
C -0.279 4.334 -1.704
C 1.188 6.333 -1.569
H 3.505 8.804 -1.235
H 1.787 9.182 -1.357
H 2.599 8.380 -2.695
H 3.641 7.238 0.565
H 4.035 5.723 2.182
H 3.759 4.026 1.801
H 2.610 4.898 2.805
H 1.676 3.212 1.732
H -1.045 4.024 -0.998
H 0.108 3.424 -2.163
H -0.737 4.938 -2.486
H 0.670 6.694 -2.450
C 1.022 -6.341 0.132
C 1.109 -4.824 0.233
C 0.172 -4.115 -0.739
C 0.225 -2.588 -0.623
Ge -0.579 -1.798 0.995
C -2.555 -1.827 0.871
C -3.306 -3.111 0.495
C -3.578 -4.074 1.649
C -2.339 -4.726 2.255
H 1.706 -6.831 0.825
H 1.267 -6.681 -0.877
H 0.011 -6.689 0.360
H 2.135 -4.497 0.031
H 0.881 -4.508 1.255
H -0.845 -4.487 -0.589
H 0.449 -4.406 -1.760
H -0.272 -2.117 -1.475
H 1.268 -2.273 -0.667
H -0.089 -2.570 2.241
H -2.763 -1.055 0.122
H -2.947 -1.434 1.814
H -2.780 -3.644 -0.304
H -4.275 -2.822 0.075
H -4.252 -4.855 1.287
H -4.126 -3.538 2.432
H -1.720 -5.186 1.480
H -2.617 -5.507 2.964
H -1.721 -4.003 2.785
F -2.204 3.437 0.893
C -2.642 2.673 1.923
C -1.911 1.586 2.348
C -2.470 0.885 3.397
F -1.837 -0.217 3.871
C -3.664 1.222 4.009
F -4.157 0.506 5.025
C -4.357 2.327 3.546
F -5.513 2.681 4.111
C -3.844 3.061 2.492
F -4.513 4.130 2.043
*
```

Properties
E_LUMO: -0.44 eV
HOMO-LUMO gap: 0.2705 Eh

Atomic partial charges in e from the Löwdin method, atoms 1 to 2:
1. In 0.5415
2. N 0.0682


Entry ii
Below is a molecular structure, C42H52F5GeInN4O3SSe2, with properties calculated with the ωB97M-V functional and the def2-TZVPD basis.

ORCA input file:
```
! RIJCOSX wB97M-V def2-TZVPD def2/J DEFGRID3
* xyz 0 1
In 2.246 -0.215 0.700
N 0.322 3.326 2.782
C 0.938 2.424 1.980
S 0.754 0.766 2.447
N 1.557 2.931 0.942
N 2.101 2.023 0.104
C 2.778 2.448 -0.897
C 3.053 3.886 -1.147
C 2.112 4.691 -1.779
C 2.393 6.029 -2.010
C 3.609 6.566 -1.610
C 4.547 5.764 -0.977
C 4.272 4.423 -0.747
C 3.298 1.421 -1.825
C 4.091 1.746 -2.917
C 4.509 0.730 -3.763
C 4.105 -0.570 -3.514
C 3.320 -0.813 -2.399
N 2.942 0.155 -1.571
H 0.028 3.040 3.698
H 0.538 4.297 2.621
H 1.162 4.268 -2.079
H 1.659 6.655 -2.500
H 3.824 7.612 -1.790
H 5.494 6.181 -0.659
H 4.998 3.793 -0.247
H 4.366 2.776 -3.094
H 5.132 0.959 -4.617
H 4.388 -1.388 -4.161
H 2.980 -1.810 -2.137
O 7.090 -3.677 1.979
C 5.815 -4.104 1.553
C 4.908 -2.967 1.031
C 5.541 -2.377 -0.231
O 6.800 -1.751 -0.009
C 4.736 -1.949 2.172
Se 4.603 -0.041 1.692
C 3.599 -3.658 0.623
Se 1.866 -2.715 0.376
H 7.421 -3.050 1.318
H 5.340 -4.578 2.416
H 5.899 -4.869 0.767
H 4.852 -1.664 -0.682
H 5.721 -3.182 -0.947
H 6.606 -0.892 0.400
H 5.603 -2.000 2.826
H 3.859 -2.211 2.763
H 3.349 -4.405 1.378
H 3.759 -4.196 -0.312
C -4.408 -6.224 4.229
C -3.537 -5.163 3.618
C -2.216 -5.001 4.015
C -1.404 -4.021 3.463
C 0.021 -3.914 3.949
C -1.929 -3.181 2.461
C -1.023 -2.154 1.915
O -1.141 -1.553 0.869
C -3.264 -3.332 2.041
C -3.918 -2.485 0.982
C -4.040 -4.317 2.638
H -3.868 -6.794 4.984
H -4.763 -6.921 3.467
H -5.287 -5.782 4.701
H -1.806 -5.658 4.774
H 0.264 -4.777 4.567
H 0.170 -3.019 4.559
H 0.738 -3.872 3.127
H -0.155 -1.937 2.558
H -3.921 -3.016 0.028
H -3.407 -1.544 0.812
H -4.957 -2.291 1.255
H -5.073 -4.424 2.325
C -6.044 3.790 -3.724
C -4.658 3.250 -3.393
C -4.137 3.762 -2.055
C -2.749 3.225 -1.698
Ge -2.766 1.340 -1.117
C -2.565 1.331 0.826
C -3.600 2.147 1.613
C -4.844 1.364 2.035
C -5.817 1.047 0.907
H -6.405 3.412 -4.682
H -6.040 4.881 -3.776
H -6.768 3.500 -2.960
H -3.951 3.536 -4.179
H -4.681 2.157 -3.392
H -4.859 3.518 -1.267
H -4.106 4.857 -2.097
H -2.324 3.791 -0.863
H -2.070 3.365 -2.539
H -4.038 0.699 -1.691
H -1.576 1.771 0.967
H -2.485 0.323 1.224
H -3.900 3.043 1.054
H -3.119 2.522 2.522
H -5.367 1.932 2.809
H -4.523 0.430 2.510
H -6.153 1.960 0.408
H -6.703 0.535 1.288
H -5.368 0.402 0.150
F -2.587 -1.674 -1.696
C -1.556 -1.050 -2.277
C -1.348 0.300 -2.037
C -0.295 0.870 -2.724
F 0.018 2.169 -2.529
C 0.478 0.179 -3.636
F 1.453 0.796 -4.314
C 0.251 -1.171 -3.827
F 1.017 -1.863 -4.672
C -0.770 -1.797 -3.135
F -1.004 -3.096 -3.325
*
```

Properties
E_LUMO: -0.68 eV
HOMO-LUMO gap: 0.2701 Eh

Atomic partial charges in e from the Löwdin method, atoms 1 to 2:
1. In 0.1401
2. N 0.0814


Most stable: entry ii. Least stable: entry i.


Entry i
Below is C21H26N2O6S in the gas phase, with properties calculated with the ωB97M-V functional and the def2-TZVPD basis.

ORCA input file:
```
! RIJCOSX wB97M-V def2-TZVPD def2/J DEFGRID3
* xyz 0 1
C -6.093 -1.063 0.231
C -6.317 0.434 0.073
O -5.067 1.131 0.075
C -4.452 1.291 -1.094
O -4.930 1.044 -2.168
C -3.040 1.800 -0.883
C -2.136 0.566 -0.668
N -2.606 -0.183 0.475
S -2.414 -1.831 0.493
O -3.017 -2.354 -0.694
O -2.892 -2.257 1.775
C -0.643 -2.025 0.386
C -0.063 -2.410 -0.805
C 1.308 -2.332 -0.963
C 2.094 -1.838 0.078
N 3.458 -1.605 -0.057
C 4.204 -1.564 -1.209
C 5.589 -1.010 -0.968
O 3.803 -1.913 -2.292
C 1.499 -1.528 1.304
C 0.131 -1.613 1.454
C -0.682 0.962 -0.549
C 0.226 0.657 -1.558
C 1.565 0.951 -1.421
C 2.041 1.565 -0.261
O 3.389 1.767 -0.214
C 3.959 2.466 0.876
C 4.190 1.579 2.098
C 1.135 1.910 0.735
C -0.208 1.609 0.582
H -5.538 -1.271 1.143
H -5.513 -1.447 -0.605
H -7.051 -1.574 0.266
H -6.841 0.651 -0.863
H -6.877 0.843 0.917
H -3.002 2.444 -0.006
H -2.707 2.341 -1.768
H -2.265 -0.110 -1.519
H -2.466 0.244 1.375
H -0.702 -2.752 -1.604
H 1.771 -2.606 -1.896
H 3.903 -1.242 0.775
H 6.193 -1.153 -1.860
H 6.068 -1.498 -0.123
H 5.505 0.057 -0.769
H 2.114 -1.193 2.128
H -0.350 -1.359 2.385
H -0.121 0.174 -2.459
H 2.269 0.698 -2.196
H 4.920 2.830 0.499
H 3.345 3.335 1.139
H 4.890 0.782 1.856
H 4.608 2.173 2.905
H 3.256 1.135 2.435
H 1.452 2.408 1.637
H -0.891 1.883 1.374
*
```

Properties
E_LUMO: 0.37 eV
Structure (SMILES): CCOC(=O)C[C@H](NS(=O)(=O)c1ccc(NC(C)=O)cc1)c1ccc(OCC)cc1
HOMO-LUMO gap: 0.3295 Eh

Atomic partial charges in e from the Löwdin method, atoms 1 to 2:
1. C -0.0549
2. C -0.2030


Entry ii
Below is C21H26N2O6S in the gas phase, with properties calculated with the ωB97M-V functional and the def2-TZVPD basis.

ORCA input file:
```
! RIJCOSX wB97M-V def2-TZVPD def2/J DEFGRID3
* xyz 0 1
C -7.208 -4.077 0.938
O -6.504 -3.537 -0.154
C -6.236 -2.201 -0.158
C -6.608 -1.308 0.840
C -6.275 0.031 0.730
C -5.582 0.507 -0.371
C -5.206 1.960 -0.492
O -3.831 2.124 -0.838
C -2.950 1.854 0.155
O -3.257 1.563 1.284
N -1.686 1.990 -0.301
C -0.524 1.688 0.504
C 0.474 2.847 0.476
C 1.696 2.494 1.324
N 2.319 1.265 0.883
S 3.276 1.411 -0.496
O 3.979 2.655 -0.385
O 2.539 1.167 -1.709
C 4.407 0.057 -0.231
C 4.436 -1.013 -1.100
C 5.314 -2.062 -0.880
C 6.166 -2.030 0.222
O 7.060 -2.996 0.536
C 7.171 -4.124 -0.302
C 6.125 -0.935 1.094
C 5.250 0.103 0.867
C 1.416 0.136 0.849
C 0.163 0.409 0.014
C -5.211 -0.391 -1.367
C -5.530 -1.727 -1.265
H -6.662 -3.940 1.877
H -8.207 -3.637 1.031
H -7.303 -5.142 0.730
H -7.149 -1.641 1.712
H -6.556 0.712 1.520
H -5.408 2.481 0.449
H -5.753 2.441 -1.307
H -1.553 2.190 -1.279
H -0.900 1.541 1.524
H 0.006 3.757 0.852
H 0.802 3.017 -0.552
H 2.456 3.272 1.247
H 1.411 2.369 2.374
H 3.771 -1.011 -1.949
H 5.326 -2.890 -1.570
H 7.946 -4.744 0.143
H 7.470 -3.842 -1.316
H 6.234 -4.688 -0.341
H 6.797 -0.931 1.938
H 5.206 0.959 1.521
H 1.972 -0.710 0.439
H 1.137 -0.097 1.883
H -0.523 -0.436 0.087
H 0.461 0.538 -1.027
H -4.661 -0.031 -2.224
H -5.243 -2.430 -2.030
*
```

Properties
E_LUMO: 0.65 eV
Structure (SMILES): COc1ccc(COC(=O)NC2CCN(S(=O)(=O)c3ccc(OC)cc3)CC2)cc1
HOMO-LUMO gap: 0.3313 Eh

Atomic partial charges in e from the Löwdin method, atoms 1 to 2:
1. C -0.0936
2. O -0.0865


Most stable: entry i. Least stable: entry ii.